# 1
Molecular formula: C14H26Cl2IN5O3P
Method: DFT, wB97M-V/def2-TZVPD

Element x y z (Å)
H1 1.047 -1.027 1.005
H2 -0.931 -0.213 -6.621
N1 -0.822 -0.154 4.909
C1 4.205 1.497 0.282
H3 -1.377 2.630 4.083
C2 -0.450 0.589 -4.648
H4 -0.009 -2.133 -4.907
H5 3.188 2.039 0.361
H6 0.888 -0.510 -2.445
H7 -0.180 -1.765 -1.791
H8 -1.135 1.099 -2.145
O1 5.191 -0.296 1.629
C3 4.181 0.037 0.952
N2 1.993 -0.762 2.918
P1 -2.423 0.334 5.532
C4 -0.817 0.750 -6.119
H9 -2.122 -0.301 -1.861
H10 4.529 1.446 -0.826
H11 -1.350 -3.258 -5.093
O2 3.110 -0.897 0.790
N3 -1.490 -0.047 -3.842
H12 2.904 -1.148 3.244
C5 0.127 -0.628 5.880
C6 1.055 -0.623 3.856
H13 0.499 0.045 -4.583
H14 0.047 -0.772 7.004
H15 -2.918 -1.472 6.722
Cl1 -2.313 1.922 0.587
H16 -0.023 1.293 -6.638
H17 4.981 2.141 0.810
Cl2 -1.666 -1.095 1.378
H18 -2.781 -1.687 -3.663
N4 1.393 -0.975 5.234
H19 -0.717 -2.930 -3.491
H20 1.718 0.686 1.289
H21 -0.934 3.804 2.639
C7 -0.819 2.767 3.091
C8 -0.014 -0.689 -1.855
N5 -0.283 -0.154 3.643
H22 -1.743 1.318 -6.235
H23 -0.266 1.594 -4.253
H24 -2.450 -1.200 -5.284
C9 -1.366 1.600 2.101
H25 0.187 -0.337 -0.838
I1 -4.263 -0.467 4.122
C10 1.910 -0.436 1.470
H26 0.282 2.478 3.293
C11 -1.060 0.263 2.484
C12 -1.968 -1.344 -4.312
O3 -2.570 -0.582 6.999
C13 -1.235 0.040 -2.408
C14 -0.943 -2.469 -4.453

The value obtained for the energy is -2607.6084 Ha. Its total charge is +1. Its HOMO energy is -10.1 eV. Its HOMO-LUMO gap is 0.2167 Ha.



# 2
Molecular formula: C14H26F3N4O
Method: DFT, wB97M-V/def2-TZVPD

Element x y z (Å)
H1 -3.745 4.077 -0.767
H2 0.163 1.100 0.784
C1 -0.801 -0.721 0.617
H3 -4.775 3.264 -2.756
H4 2.281 -4.147 3.241
C2 -2.360 2.024 -2.796
H5 -1.930 1.924 -0.779
H6 -0.633 1.987 -4.149
F1 0.631 3.480 -0.906
N1 -2.355 2.605 -1.410
H7 5.897 -3.354 2.268
F2 0.163 3.882 -2.977
C3 4.502 -2.616 3.615
C4 -3.316 0.850 -2.792
H8 -5.778 2.708 -1.443
N2 -1.801 -1.293 0.674
H9 -4.978 0.576 -1.645
H10 -0.956 0.474 -3.318
C5 1.100 -0.354 2.965
C6 1.522 -0.418 1.505
N3 -4.673 1.211 -2.371
H11 2.406 0.203 1.348
H12 -2.889 0.084 -2.134
H13 2.101 -5.401 2.016
N4 4.066 -1.744 4.231
H14 -3.323 0.422 -3.796
O1 0.029 1.790 -2.181
C7 4.001 -4.368 1.932
F3 1.977 2.799 -2.456
H15 1.918 -0.672 3.607
C8 -4.803 2.584 -1.905
C9 0.712 2.970 -2.143
H16 1.800 -1.439 1.238
H17 -3.875 2.532 0.066
H18 0.824 0.665 3.248
H19 5.440 -4.465 3.555
C10 0.428 0.066 0.545
C11 -0.941 1.555 -3.203
H20 -2.690 2.820 -3.459
H21 0.246 -1.004 3.162
H22 -1.762 3.432 -1.376
H23 0.779 0.044 -0.486
H24 3.662 -3.623 1.209
C12 -3.744 2.999 -0.905
H25 4.486 -5.162 1.363
C13 5.053 -3.730 2.847
H26 3.129 -5.684 3.420
C14 2.810 -4.931 2.697

The value obtained for the energy is -1142.6644 Ha. Its total charge is +1. Its HOMO energy is -13.1 eV. Its HOMO-LUMO gap is 0.3747 Ha.



# 3
Molecular formula: C14H26Hg2O12S3
Method: DFT, wB97M-V/def2-TZVPD

Element x y z (Å)
O1 26.303 -15.541 3.597
H1 18.977 -11.699 0.889
O2 23.307 -11.936 3.344
H2 22.152 -13.545 1.705
H3 19.380 -14.938 7.751
C1 20.341 -12.758 2.230
C2 19.652 -11.485 1.723
H4 20.830 -12.507 3.169
C3 21.820 -15.833 7.269
C4 20.096 -14.120 7.619
H5 26.518 -18.265 5.294
C5 24.596 -12.041 2.999
C6 21.401 -14.664 8.163
O3 29.282 -12.253 -0.093
H6 20.972 -14.004 0.420
H7 20.608 -9.667 0.629
H8 23.493 -16.322 2.764
C7 21.295 -13.229 1.107
Hg1 25.231 -10.665 -0.039
O4 28.350 -12.841 1.803
H9 27.060 -18.229 3.568
S1 21.716 -11.767 0.140
H10 20.320 -16.214 5.726
C8 21.234 -15.634 5.854
H11 21.410 -10.363 1.966
H12 21.303 -14.987 9.199
H13 23.538 -19.031 2.328
O5 24.703 -16.216 5.405
C9 20.749 -10.624 1.126
H14 29.006 -11.735 -0.864
H15 21.966 -15.737 5.058
H16 19.634 -13.257 8.091
C10 23.803 -18.513 3.239
H17 24.851 -17.080 2.008
Hg2 27.426 -13.079 3.853
C11 25.064 -19.156 3.953
H18 19.552 -13.456 2.504
O6 21.464 -12.957 5.569
C12 24.253 -17.088 2.925
O7 23.123 -11.324 0.301
S2 25.414 -16.527 4.194
C13 26.218 -18.189 4.250
H19 22.108 -13.833 8.195
H20 24.716 -19.624 4.869
H21 23.274 -12.382 4.215
H22 19.161 -10.907 2.502
H23 25.301 -19.934 3.231
O8 21.113 -11.862 -1.157
O9 19.280 -14.037 5.007
H24 22.909 -15.799 7.182
S3 20.464 -13.979 5.835
H25 21.694 -16.880 7.544
H26 22.994 -18.300 3.937
O10 25.107 -11.276 2.170
C14 28.191 -12.338 0.662
O11 27.093 -11.888 0.226
O12 25.255 -12.957 3.606

The value obtained for the energy is -2952.6319 Ha. Its total charge is +2. Its HOMO energy is -14.6 eV. Its energy relative to the best compared isomer or geometry (same formula, charge and spin) is 0.0 kJ/mol. Its HOMO-LUMO gap is 0.1927 Ha.



# 4
Molecular formula: C14H26N2O5S
Method: DFT, wB97M-V/def2-TZVPD

Element x y z (Å)
H1 3.118 2.868 -0.099
C1 -1.375 -2.560 0.838
S1 -3.383 -1.809 2.592
C2 2.896 1.241 2.458
N1 0.250 -0.998 0.248
C3 0.075 -2.433 0.403
H2 0.272 1.924 -2.141
O1 -1.447 0.095 3.221
H3 -5.187 -0.252 2.247
C4 -0.212 -0.470 -0.906
H4 -3.792 0.461 3.077
C5 2.346 2.877 0.723
H5 2.608 2.037 3.198
H6 2.369 0.926 0.312
H7 1.410 3.272 0.241
H8 -1.016 -0.747 -4.331
H9 2.711 3.557 1.498
H10 1.987 0.035 -4.908
C6 0.157 -0.259 1.520
H11 0.705 -2.859 1.191
H12 1.133 1.993 -3.708
N2 -1.743 -1.798 2.061
O2 -1.190 0.146 -0.803
O3 -4.164 -2.771 1.790
O4 0.369 -0.895 -2.074
H13 -2.072 -2.301 -0.007
H14 0.940 -0.748 2.099
H15 0.214 1.644 2.362
H16 2.691 -0.870 -3.622
C7 1.050 1.394 -2.746
C8 0.610 1.198 1.465
H17 0.035 1.576 0.589
O5 -3.390 -2.197 4.037
C9 -1.117 -0.623 2.347
H18 1.297 -1.595 -4.312
C10 2.036 1.496 1.182
C11 -0.753 0.191 -3.948
H19 -3.725 0.282 1.357
H20 -1.452 0.529 -3.190
C12 -4.112 -0.181 2.324
H21 3.913 1.352 2.290
C13 0.547 -0.013 -3.176
H22 1.983 1.324 -2.266
H23 -1.563 -3.565 1.065
H24 2.726 0.297 2.980
H25 0.173 -2.977 -0.561
C14 1.708 -0.636 -4.071
H26 -0.637 0.842 -4.845

Its SMILES is CC(C)C[C@H]1C(=O)N(S(C)(=O)=O)CCN1C(=O)OC(C)(C)C. The value obtained for the energy is -1432.8822 Ha. Its HOMO energy is -9.1 eV. Its energy relative to the best compared isomer or geometry (same formula, charge and spin) is 183.9 kJ/mol. Its HOMO-LUMO gap is 0.3545 Ha.



# 5
Molecular formula: C14H26N4OS
Method: DFT, wB97M-V/def2-TZVPD

Element x y z (Å)
C1 -2.705 0.112 0.935
H1 -3.054 1.484 2.548
N1 1.051 1.669 -0.079
C2 -2.910 1.531 1.466
H2 -3.631 -0.446 1.098
H3 2.005 -0.634 0.403
H4 -1.021 0.028 -3.058
H5 -0.625 -0.105 1.444
H6 0.000 -1.233 -3.745
H7 -1.285 1.853 -0.847
N2 2.744 0.051 0.326
C3 -0.185 -2.362 0.294
H8 -0.122 -0.467 -0.747
N3 3.115 2.392 -0.122
H9 -2.479 3.174 -0.752
C4 -0.967 -1.034 -3.288
H10 -2.529 0.146 -0.140
H11 -2.135 -1.675 -1.607
H12 -2.321 -2.359 0.560
C5 4.060 -0.315 0.443
C6 -1.757 2.495 1.176
C7 2.316 1.326 0.051
C8 4.240 -1.784 0.723
H13 -0.826 2.098 1.581
H14 3.789 -2.376 -0.071
H15 -3.824 1.940 1.029
H16 -1.089 -2.927 -2.272
H17 -1.744 -1.268 -4.013
C9 1.124 3.002 -0.342
H18 0.904 -1.721 -1.442
C10 -1.576 2.753 -0.311
H19 5.300 -2.010 0.784
H20 -0.173 -3.422 0.027
C11 -0.073 -1.531 -0.986
N4 2.351 3.475 -0.375
H21 -1.401 -2.759 1.996
S1 -0.267 3.989 -0.629
C12 -1.145 -1.865 -2.022
C13 -1.561 -0.635 1.621
C14 -1.435 -2.088 1.135
H22 3.762 -2.045 1.665
H23 0.693 -2.180 0.923
O1 4.964 0.481 0.332
H24 -1.743 -0.623 2.698
H25 4.124 2.421 -0.081
H26 -1.960 3.446 1.674

Its SMILES is CCCCCCCCCCSc1n[nH]c(NC(C)=O)n1. The value obtained for the energy is -1241.5536 Ha. Its HOMO energy is -8.2 eV. Its energy relative to the best compared isomer or geometry (same formula, charge and spin) is 0.0 kJ/mol. Its HOMO-LUMO gap is 0.3207 Ha.



# 6
Molecular formula: C14H26N5O6PRhS
Method: DFT, wB97M-V/def2-TZVPD

Element x y z (Å)
N1 -1.069 -2.693 5.906
O1 0.503 1.596 0.624
H1 3.090 1.352 2.042
H2 1.536 -0.443 -3.282
O2 1.955 2.723 -1.167
P1 1.643 2.479 0.294
Rh1 -0.458 -1.121 -0.592
C1 0.901 0.486 -3.353
H3 2.641 5.749 0.218
H4 -2.671 -3.131 -1.464
H5 1.512 -3.295 4.884
C2 -1.030 -1.509 2.411
C3 -1.498 -2.014 3.637
H6 -3.121 0.417 -2.123
H7 -1.992 1.317 -3.903
C4 0.346 -1.712 2.066
H8 4.027 2.270 0.849
H9 -0.899 1.007 -5.217
H10 3.216 0.612 -0.804
H11 -2.026 -0.288 -4.713
H12 -2.574 -1.972 4.000
C5 -1.380 0.548 -4.387
S1 0.410 -2.384 -2.344
N2 3.307 0.335 0.203
H13 0.372 4.241 1.280
H14 1.050 1.154 -2.456
C6 -0.596 -2.590 4.544
C7 -0.805 -1.093 -2.704
H15 -3.373 -3.091 -3.077
O3 0.866 -1.414 0.906
C8 -2.514 -2.806 -2.508
H16 2.200 -2.418 2.626
H17 2.496 -0.267 0.511
H18 4.213 -0.106 0.380
H19 1.020 5.918 -0.201
N3 -2.128 -1.436 -2.569
H20 2.032 4.307 2.014
O4 -1.807 -0.137 0.587
N4 1.796 5.229 0.027
N5 -0.457 -0.006 -3.429
H21 -4.035 -1.074 -1.862
C9 -3.328 -0.563 -2.512
C10 -1.983 -0.662 1.715
H22 1.167 1.052 -4.269
C11 1.421 4.152 1.066
C12 3.151 1.648 1.013
H23 -2.918 -0.489 2.199
O5 -2.231 -2.223 6.120
C13 0.777 -2.852 4.216
O6 -0.318 -3.121 6.836
C14 1.198 -2.370 3.003
H24 -3.823 -0.491 -3.512
H25 -1.737 -3.521 -2.844
H26 1.921 4.696 -0.884

Its spin multiplicity is 5. The value obtained for the energy is -2123.1964 Ha. Its total charge is +3. Its HOMO energy (alpha / beta) is -16.9 / -17.5 eV. Its HOMO-LUMO gap (alpha / beta) is 0.2645 / 0.1850 Ha.



# 7
Molecular formula: C14H26O8S4Sn
Method: DFT, wB97M-V/def2-TZVPD

Element x y z (Å)
C1 1.611 2.824 -2.947
H1 -3.282 3.659 2.304
C2 -0.451 0.241 4.249
C3 -0.581 -1.798 -4.124
C4 -0.276 2.830 4.088
O1 -2.320 0.844 0.258
H2 4.166 -3.075 -0.266
H3 -0.711 -2.447 -4.990
H4 -0.111 3.667 3.424
O2 0.247 1.444 2.247
C5 -0.568 2.899 5.432
S1 -2.026 -1.387 -3.113
H5 -3.113 -2.918 -1.645
C6 3.478 -3.918 -0.289
O3 -1.427 -0.898 -1.826
C7 -4.752 1.316 1.114
H6 2.279 3.400 -2.301
S2 1.692 1.043 -2.545
C8 -2.454 -3.075 -2.494
C9 -0.665 1.637 6.246
H7 -3.076 3.624 0.590
H8 0.678 3.310 -2.660
H9 2.997 -4.122 0.668
H10 3.716 -2.121 -2.594
O4 -0.486 -0.827 3.604
Sn1 -0.131 -0.863 0.776
C10 -0.104 1.574 3.442
H11 -2.924 -3.746 -3.214
S3 -2.964 1.369 1.524
H12 3.679 -0.141 -1.579
H13 1.811 2.957 -4.008
H14 -1.480 -3.477 -2.220
H15 4.028 0.593 -3.053
H16 0.178 -2.177 -3.439
H17 3.904 1.605 -1.592
O5 -0.708 4.034 5.958
H18 -0.571 -0.485 6.313
C11 -2.723 3.155 1.512
S4 2.177 -3.675 -1.534
H19 -1.696 3.498 1.630
H20 -4.905 1.753 0.128
H21 4.072 -3.761 -3.095
C12 3.259 -3.074 -2.857
O6 -0.709 1.669 7.495
C13 3.462 0.771 -2.133
H22 -0.261 -0.827 -4.505
H23 4.090 -4.814 -0.410
H24 2.713 -2.908 -3.786
C14 -0.567 0.366 5.648
H25 -5.085 0.279 1.049
O7 1.021 0.930 -1.197
H26 -5.438 1.752 1.840
O8 1.311 -2.509 -1.124

The value obtained for the energy is -2957.7683 Ha. Its HOMO energy is -5.7 eV. Its HOMO-LUMO gap is 0.1702 Ha.



# 8
Molecular formula: C14H27Br2FNO8P2
Method: DFT, wB97M-V/def2-TZVPD

Element x y z (Å)
H1 -0.553 -0.455 2.623
H2 3.337 1.069 2.261
O1 3.817 -2.664 -1.909
C1 -1.300 -1.732 1.003
H3 -2.428 3.814 0.425
H4 1.105 -2.706 -2.202
C2 -2.257 2.068 -2.381
C3 -1.360 -0.400 1.839
H5 -3.073 1.427 1.495
H6 3.071 2.251 -3.462
H7 -1.569 -2.450 -1.102
C4 3.644 2.111 -2.518
H8 1.192 -3.003 -0.444
H9 3.781 3.059 -1.938
N1 -0.254 -2.606 1.567
H10 -2.715 -4.226 -0.199
H11 -0.253 -3.487 1.032
Br1 -4.616 3.130 -1.018
O2 -2.393 3.483 3.164
H12 -1.462 1.292 -2.440
O3 -1.122 0.769 1.072
H13 -1.951 -0.717 -0.799
C5 -1.228 -1.538 -0.551
H14 -3.074 1.851 -3.118
O4 3.181 -0.258 -2.282
C6 3.630 -0.017 2.285
C7 1.262 -2.200 -1.211
H15 4.712 -0.046 2.009
H16 -2.329 -0.363 2.416
H17 -0.019 -0.719 -2.159
H18 2.088 0.002 0.755
H19 3.522 1.081 -0.612
C8 -2.912 2.083 -0.960
H20 3.421 -0.362 3.322
H21 -3.185 1.053 -0.619
F1 -0.612 -2.966 2.865
H22 2.103 -1.554 1.690
C9 -2.019 2.817 0.155
O5 3.681 -1.334 0.230
P1 -2.960 -2.627 1.350
O6 -0.410 2.479 3.113
H23 0.475 -0.170 -0.532
C10 2.991 1.005 -1.589
H24 1.896 1.216 -1.532
C11 -2.028 1.828 1.414
H25 -4.972 -2.096 0.714
P2 3.017 -1.580 -1.262
O7 -4.105 -1.904 0.316
C12 -1.560 2.646 2.673
C13 2.747 -0.778 1.202
H26 4.656 1.705 -2.790
Br2 -0.096 2.921 -0.401
C14 0.167 -1.074 -1.106
H27 -1.891 3.093 -2.629
O8 -2.790 -4.221 0.778

Its SMILES is CCOP(=O)(CCC[C@](CO[C@@H](C(=O)[O-])[C@@H](Br)[C@H](C)Br)(NF)P(O)O)OCC. The value obtained for the energy is -7136.9912 Ha. Its total charge is -1. Its HOMO energy is -4.9 eV. Its HOMO-LUMO gap is 0.2571 Ha.



# 9
Molecular formula: C14H27Cl2IrN2O2P2
Method: DFT, wB97M-V/def2-TZVPD

Element x y z (Å)
C1 0.618 -2.615 -2.211
C2 0.353 2.303 -2.439
C3 -1.253 -3.278 0.025
H1 -0.374 1.835 -3.116
H2 2.400 -2.092 0.180
H3 1.600 -3.568 0.810
H4 1.330 1.872 -2.679
H5 -3.516 -0.140 3.893
H6 -1.613 0.225 5.553
H7 2.206 2.195 -0.120
Cl1 -0.621 -0.103 -4.639
H8 0.557 -3.700 -2.363
H9 -0.028 0.549 6.598
Ir1 -0.708 -0.159 -0.248
H10 1.226 3.615 0.373
H11 1.617 0.996 6.735
C4 1.258 2.521 0.320
O1 1.933 0.311 -4.209
H12 1.176 2.110 1.333
O2 2.116 0.841 4.273
H13 0.899 0.591 -7.125
C5 -2.243 -0.078 2.202
P1 -0.080 1.904 -0.740
N1 -0.971 -0.014 1.740
H14 -3.005 -0.175 1.437
P2 0.118 -2.186 -0.532
H15 -1.038 -4.317 -0.246
H16 0.360 3.386 -2.618
H17 -1.530 3.852 -0.731
H18 -1.709 2.898 0.774
H19 -1.370 -3.206 1.113
C6 1.485 -2.494 0.625
H20 1.303 -1.982 1.579
C7 1.032 0.644 4.803
C8 -0.165 0.297 3.984
H21 1.059 0.166 2.141
H22 0.958 -1.170 -6.791
H23 -0.021 -2.105 -2.943
C9 -1.460 0.166 4.476
H24 -2.466 2.319 -0.736
N2 0.846 0.744 6.149
H25 -2.186 -2.951 -0.450
C10 1.103 0.057 -5.054
C11 1.359 -0.191 -6.503
C12 0.070 0.148 2.606
Cl2 -2.617 -0.380 -1.460
C13 -2.497 -0.030 3.570
H26 1.646 -2.274 -2.374
H27 2.442 -0.178 -6.654
C14 -1.599 2.843 -0.314

Its spin multiplicity is 5. The value obtained for the energy is -2516.5007 Ha. Its total charge is +2. Its HOMO energy (alpha / beta) is -14.7 / -15.8 eV. Its energy relative to the best compared isomer or geometry (same formula, charge and spin) is 0.0 kJ/mol. Its HOMO-LUMO gap (alpha / beta) is 0.3037 / 0.2146 Ha.